Record 1
ORCA calculation (ωB97M-V/def2-TZVPD) on C10H8N2O3 in the gas phase.

XYZ file:
```
23
Properties=species:S:1:pos:R:3:forces:R:3
C 3.863686 -0.285354 -0.114147 0.97 -0.04 -0.09
C 3.171138 -1.489593 -0.039550 -1.30 -0.48 0.08
C 3.124287 0.888170 -0.027947 -1.37 0.48 0.09
C 1.803977 -1.501430 0.074727 1.92 -2.48 -0.11
C 1.757351 0.840999 0.081138 1.89 2.54 -0.08
C -0.257423 -0.372179 0.104161 -1.94 3.56 -0.34
C -1.175934 -1.420185 0.029771 -0.87 0.41 0.06
C -1.336899 1.140642 0.036189 2.83 -2.66 0.07
C -2.594877 -0.833130 -0.028668 0.42 -0.47 0.04
C -3.756636 1.376654 -0.012471 -0.30 0.16 -0.05
N 1.087382 -0.342003 0.094201 -1.95 -0.12 0.16
N -2.549316 0.570928 -0.003810 -0.22 0.54 0.05
O -0.975073 -2.633670 0.009525 0.08 -0.97 -0.02
O -0.981339 2.279321 0.010112 -0.31 -0.34 0.09
O -3.628881 -1.433052 -0.097931 0.10 -0.01 0.03
H 4.935984 -0.266846 -0.220638 0.06 0.02 0.01
H 3.699579 -2.428453 -0.077314 -0.07 -0.14 0.04
H 3.608651 1.851014 -0.051998 -0.06 0.12 0.02
H 1.223716 -2.409949 0.141427 0.05 0.07 -0.04
H 1.154266 1.730953 0.143226 -0.01 0.00 0.00
H -3.499496 2.389012 -0.323141 0.01 -0.13 0.02
H -4.468961 0.939351 -0.709579 0.03 0.00 0.06
H -4.205187 1.408808 0.982726 0.04 -0.04 -0.09
```
Positions in Å, forces in eV/Å.

**DFT total energy**: -720.9909 Ha
**Gap between HOMO and LUMO (alpha / beta)**: 5.8684 / 7.6352 eV
**2S+1**: 3
**HOMO energy (alpha / beta)**: -5.85 / -9.87 eV
**Charge**: 0
**Energy above the lowest of the compared OMol25 structures with the same formula, charge and spin**: 0.0 kcal per mole

Record 2
ORCA calculation (ωB97M-V/def2-TZVPD) on C7H13NO3S in the gas phase.

XYZ file:
```
25
Properties=species:S:1:pos:R:3:forces:R:3
C 1.192993 0.764281 0.432211 -0.70 0.22 -0.05
C 0.237943 -0.402019 0.310094 0.14 0.15 0.10
C -0.176468 -0.953940 -1.029793 0.05 0.01 -0.01
C 3.507873 0.935016 -0.290011 0.36 0.24 -0.39
C -1.187156 -0.256551 -0.167958 -0.05 -0.01 0.06
C -2.232613 -1.100198 0.528325 0.26 0.06 -0.11
C -1.723393 1.086476 -0.610718 0.18 -0.24 0.12
N 2.566839 0.308529 0.310782 -0.14 -0.51 0.36
O 5.618561 -0.391489 -1.353292 -0.41 0.35 0.12
O 5.927352 0.765614 0.787526 -1.07 -0.75 0.09
O 4.578231 -1.302018 0.695405 0.23 0.22 0.14
S 4.942412 -0.161645 -0.108669 1.11 -0.18 0.18
H 1.025043 1.524288 -0.331548 0.07 -0.06 0.10
H 1.070150 1.226292 1.419548 0.08 0.01 -0.15
H 0.390795 -1.130220 1.101381 -0.12 -0.07 -0.03
H -0.232363 -2.024504 -1.147819 -0.04 -0.13 0.06
H 0.181901 -0.441925 -1.910065 0.04 0.15 -0.08
H -3.063087 -1.299650 -0.144936 -0.13 -0.04 -0.07
H -2.619842 -0.580014 1.401937 -0.06 0.03 0.12
H -1.817407 -2.052274 0.847424 0.02 -0.13 0.06
H -2.587835 0.935275 -1.252427 -0.10 0.02 -0.12
H -0.985045 1.653119 -1.164851 0.08 0.17 -0.13
H -2.044932 1.670551 0.248963 -0.03 0.13 0.09
H 2.773685 -0.595816 0.767360 -0.08 0.15 -0.08
H 6.585021 1.150083 0.207390 0.31 0.22 -0.41
```
Positions in Å, forces in eV/Å.

**DFT total energy**: -953.0937 Ha
**Gap between HOMO and LUMO**: 10.0080 eV
**HOMO energy**: -9.58 eV
**Charge**: 0
**Energy above the lowest of the compared OMol25 structures with the same formula, charge and spin**: 78.3 kcal per mole

Record 3
ORCA calculation (ωB97M-V/def2-TZVPD) on a molecular structure, C4H2O5Sr.

XYZ file:
```
12
Properties=species:S:1:pos:R:3:forces:R:3
C 0.227243 4.320161 -1.533523 0.75 2.38 -0.73
O 0.601025 5.347207 -1.865189 -0.24 -0.83 0.26
O -0.170703 3.275079 -1.191588 -0.39 -1.26 0.38
O -0.818642 -1.362320 -0.428307 -0.15 1.01 -0.08
C -0.700427 -2.367250 0.259340 0.02 -0.88 0.01
O -0.439139 -2.267388 1.528247 -0.14 0.57 -0.25
Sr -0.894320 1.044914 -0.573163 -0.16 -0.67 0.05
H -0.803639 -3.378466 -0.163200 0.09 0.14 0.14
O 2.407028 -3.897389 2.266315 -1.27 0.10 -0.51
C 1.273400 -3.687397 2.182210 1.24 -0.20 0.90
C -0.029106 -3.429371 2.218805 0.15 -0.49 0.24
H -0.679305 -3.861209 2.975176 0.09 0.13 -0.39
```
Positions in Å, forces in eV/Å.

**DFT total energy**: -559.9602 Ha
**Gap between HOMO and LUMO**: 6.9425 eV
**HOMO energy**: -15.84 eV
**Charge**: +2
**Energy above the lowest of the compared OMol25 structures with the same formula, charge and spin**: 0.0 kcal per mole

Record 4
ORCA calculation (ωB97M-V/def2-TZVPD) on 2 unconnected molecules or ions with the total composition C3H9N3O2S2.

XYZ file:
```
19
Properties=species:S:1:pos:R:3:forces:R:3
C -1.889236 1.483579 0.022491 0.26 0.46 -1.87
C 0.184234 0.245896 -0.072922 1.23 0.99 -4.22
C -0.847083 -1.747166 0.900297 0.16 -0.36 -3.83
N -1.962506 0.411738 0.938744 2.90 -0.71 1.23
N -0.715581 -0.317077 0.644013 -2.74 -2.73 1.64
N 2.448870 0.625393 -1.391844 -1.80 -0.16 -0.63
O 2.284741 0.626217 1.065143 1.37 1.11 1.63
O 2.102662 -1.498601 -0.024630 0.31 -2.68 -0.34
S -0.095918 1.926223 -0.361922 -1.48 0.43 0.62
S 1.894158 -0.119655 -0.069442 0.03 0.93 0.61
H -2.321405 1.124050 -0.940502 0.17 0.58 0.68
H -2.355162 2.335501 0.436489 -0.76 0.98 0.05
H 0.314301 -0.489546 -1.949224 -0.57 0.30 1.38
H -0.149031 -2.042830 1.620229 0.79 -0.78 1.10
H -1.877454 -2.033748 1.056353 -0.09 0.41 0.65
H -0.620827 -2.240409 -0.127468 0.12 0.51 1.63
H -1.665210 0.672285 1.900481 -1.09 0.63 -0.59
H 1.826324 0.309577 -2.171680 1.04 0.18 0.28
H 3.444130 0.728577 -1.474609 0.15 -0.10 -0.02
```
Positions in Å, forces in eV/Å.

**DFT total energy**: -1230.6234 Ha
**Gap between HOMO and LUMO (alpha / beta)**: 8.1035 / 8.1045 eV
**HOMO energy (alpha / beta)**: -7.78 / -7.78 eV
**Charge**: 0
**Energy above the lowest of the compared OMol25 structures with the same formula, charge and spin**: 106.7 kcal per mole

Record 5
ORCA calculation (ωB97M-V/def2-TZVPD) on C5H11NO in the gas phase.

XYZ file:
```
18
Properties=species:S:1:pos:R:3:forces:R:3
C -2.573471 -1.072215 -0.604687 -0.36 -0.65 -0.26
O -1.444242 -1.471188 0.015043 -0.77 0.60 0.77
C -0.296288 -1.320437 -0.528482 1.36 -1.27 -0.72
C -0.330804 1.095201 -0.119211 -0.63 0.56 0.12
N 1.032768 0.488606 -0.148443 -0.64 -0.08 -0.03
C 1.992611 1.233888 0.661528 -0.13 0.05 -0.12
C 0.877673 -0.897501 0.276359 -0.16 -0.22 -0.03
H -3.464365 -1.287858 -0.040077 -0.03 -0.18 0.09
H -2.568903 -1.249936 -1.677287 -0.09 0.28 -0.05
H -1.311696 0.597042 -0.539596 2.08 0.51 0.15
H -0.231697 -1.267617 -1.615046 -0.13 0.11 0.13
H -0.250348 2.063407 -0.617769 -0.13 0.07 0.18
H -0.630287 1.248878 0.932076 0.03 0.21 0.00
H 1.725606 1.269933 1.737102 -0.05 -0.03 -0.23
H 2.054263 2.260652 0.286715 -0.01 -0.13 0.09
H 2.991261 0.785920 0.576028 -0.27 0.01 -0.05
H 0.645097 -1.000632 1.351713 0.02 0.04 -0.07
H 1.782825 -1.476142 0.054034 -0.09 0.13 0.05
```
Positions in Å, forces in eV/Å.

**DFT total energy**: -326.9267 Ha
**Gap between HOMO and LUMO (alpha / beta)**: 8.5996 / 7.7644 eV
**HOMO energy (alpha / beta)**: -7.77 / -7.30 eV
**Charge**: 0
**Energy above the lowest of the compared OMol25 structures with the same formula, charge and spin**: 128.4 kcal per mole

Record 6
ORCA calculation (ωB97M-V/def2-TZVPD) on 2 unconnected molecules or ions with the total composition CH2ClNO2.

XYZ file:
```
7
Properties=species:S:1:pos:R:3:forces:R:3
C 2.554970 0.411748 -0.087734 0.41 -0.86 -3.22
N -0.053616 -0.551731 0.045739 1.07 -0.01 2.60
O 2.174800 1.465169 0.098212 -0.90 3.67 1.61
O 1.188823 -0.983198 0.226319 -4.53 -1.03 0.01
Cl 4.037092 -0.347717 0.088428 2.36 -0.96 0.90
H -0.694320 -0.963235 -0.595876 0.30 -0.86 -1.26
H -0.610535 -0.268047 0.889395 1.29 0.04 -0.65
```
Positions in Å, forces in eV/Å.

**DFT total energy**: -704.5377 Ha
**Gap between HOMO and LUMO (alpha / beta)**: 7.2709 / 9.4677 eV
**2S+1**: 3
**HOMO energy (alpha / beta)**: -6.64 / -11.09 eV
**Charge**: 0
**Energy above the lowest of the compared OMol25 structures with the same formula, charge and spin**: 36.1 kcal per mole

Record 7
ORCA calculation (ωB97M-V/def2-TZVPD) on C3H6N3O2P in the gas phase.

XYZ file:
```
15
Properties=species:S:1:pos:R:3:forces:R:3
C 1.040909 2.032870 0.296625 -2.95 1.76 -0.38
C -1.376256 2.165315 -0.394054 -0.85 -0.20 0.16
C 1.865283 1.108198 0.689915 1.57 -1.43 -0.54
N -0.061969 1.810328 -0.594268 0.46 0.68 0.02
N -1.207998 0.803352 -0.585361 -1.19 -0.67 0.22
N -1.405081 -2.037789 -0.333245 -0.04 2.10 1.15
O -2.199651 3.033837 -0.191071 1.51 -1.29 -0.19
O -3.356199 -0.495816 0.033255 0.08 -0.49 -0.09
P -1.850780 -0.542461 0.592098 2.46 -1.02 -0.82
H 0.929783 3.112334 0.533119 1.02 -0.76 0.22
H 2.787265 1.405611 1.245556 -1.04 -0.75 -0.41
H 1.704642 0.100009 0.180895 0.60 1.24 1.21
H -0.597050 -2.606909 -0.022190 -1.10 0.59 0.04
H -2.298874 -2.511397 -0.331071 0.19 -0.68 -0.30
H -3.569354 0.413633 -0.136342 -0.72 0.90 -0.29
```
Positions in Å, forces in eV/Å.

**DFT total energy**: -773.9166 Ha
**SMILES string**: C=CN1C(=O)N1P(N)O
**Gap between HOMO and LUMO**: 9.2047 eV
**HOMO energy**: -8.54 eV
**Charge**: 0
**Energy above the lowest of the compared OMol25 structures with the same formula, charge and spin**: 78.8 kcal per mole

Record 8
ORCA calculation (ωB97M-V/def2-TZVPD) on a gas-phase ion, C4H7IN2OP (charge +1).

XYZ file:
```
16
Properties=species:S:1:pos:R:3:forces:R:3
C 0.911329 0.007041 -0.459662 3.23 -0.06 -1.03
C 0.324933 -1.161453 -0.721194 -0.70 -0.15 -0.42
C -0.770341 0.422445 1.116529 1.84 -1.88 -1.89
C 1.188256 1.897793 1.030913 3.54 1.31 -1.03
N 0.431310 0.765665 0.604658 -4.63 0.31 1.52
N -2.387614 -1.491913 -0.892410 3.13 1.59 -1.63
O 0.651961 -2.126829 -1.579453 1.98 -0.17 -1.39
P -1.194459 -1.622736 0.217713 0.35 1.83 1.84
I -1.660730 1.218287 2.762354 0.19 0.14 -0.24
H 1.964797 0.387826 -0.822319 -2.42 -1.12 0.37
H 2.259434 1.569461 0.669677 -1.71 1.25 1.25
H 1.167017 1.961975 2.121817 0.03 0.20 -0.29
H 1.008423 2.940540 0.528287 -0.29 -2.18 0.81
H -2.135327 -0.973424 -1.749965 -0.82 -0.49 0.64
H -3.314411 -1.750670 -0.785816 -1.83 -0.71 0.40
H 1.555420 -2.044009 -2.041130 -1.87 0.14 1.10
```
Positions in Å, forces in eV/Å.

**DFT total energy**: -980.0896 Ha
**SMILES string**: CN1C=C(O)P(=[NH2+])=C1I
**Gap between HOMO and LUMO**: 8.1138 eV
**HOMO energy**: -12.85 eV
**Charge**: +1
**Energy above the lowest of the compared OMol25 structures with the same formula, charge and spin**: 0.0 kcal per mole